42
Properties=species:S:1:pos:R:3:forces:R:3 method="wB97M-V/def2-TZVPD" total_energy_ev=-49244.8109 fmax_ha_per_bohr=0.3245 de_lowest_kj_mol=35.0 homo_ev=-8.5 lumo_ha=-0.025
O -1.80832 -0.61346 -0.18059 -0.799 1.645 -0.102
S -0.62977 -1.31627 -0.48603 3.566 -8.137 0.496
O -0.72903 -2.82709 -0.57892 0.318 3.845 0.121
N 0.19507 -0.84486 -1.88059 -0.844 0.051 5.277
H 0.55861 -1.50196 -2.44330 1.350 -3.503 -1.742
C -0.41613 0.19206 -2.48600 -3.224 -1.958 -4.229
H 0.26365 0.62718 -3.05499 2.931 2.868 -2.478
C -1.59807 -0.31892 -3.43726 -0.179 -1.194 6.559
H -2.01296 -1.21258 -2.88419 0.936 -0.071 -0.648
H -1.45761 -0.54882 -4.38571 2.003 -1.324 -4.279
O -2.66040 0.48949 -3.51705 -1.032 3.052 -1.297
C -3.39182 0.70548 -2.41487 -1.841 3.354 2.995
C -4.01496 2.41950 -2.33872 -6.750 -13.109 -1.637
F -5.11270 2.29463 -3.29723 2.430 1.564 0.769
F -4.61540 2.49709 -1.22257 -1.907 0.410 3.743
C -3.03883 3.25487 -2.45681 6.200 8.977 -8.164
F -1.98335 3.22770 -1.71131 1.806 -1.872 1.352
F -3.48605 4.53503 -2.23010 -0.673 0.682 -0.423
H -2.74032 3.19918 -3.79891 -0.525 0.124 4.047
H -3.06064 0.53075 -1.33387 0.674 0.313 -1.908
H -4.26835 0.10875 -2.47916 -1.403 -0.105 -0.104
H -0.75122 0.73680 -1.73140 -1.918 3.439 2.483
C 0.66247 -1.00545 0.77627 -1.283 1.336 -0.105
C 1.58629 -1.92095 1.30755 1.284 -2.449 -2.631
C 2.76820 -1.47202 1.82395 -3.358 5.150 3.344
C 2.55538 -0.03626 2.47966 1.955 0.140 -1.218
C 1.66704 1.03029 2.21871 -0.053 -13.802 -6.070
C 0.66335 0.30028 1.13472 2.156 4.252 4.473
H -0.10485 1.04827 1.05046 -0.664 -0.427 -1.293
H 1.58618 1.90020 2.57013 -0.682 6.733 2.735
O 3.64059 0.10202 3.31482 -0.539 3.599 1.356
C 4.43284 -0.94349 3.45422 -5.057 -3.733 -5.686
C 5.40184 -1.23995 4.27518 2.491 6.966 5.217
C 6.04096 -2.36965 4.31389 1.438 -8.229 -1.278
C 5.47612 -3.44593 3.52453 -2.344 -3.128 -2.806
C 4.24627 -3.43986 2.60840 7.930 12.901 7.014
C 3.85035 -1.94981 2.57531 1.859 -5.536 0.268
H 3.72495 -4.13713 2.26768 -3.925 -6.123 -3.171
H 5.90311 -4.51745 3.47909 -0.137 1.983 0.816
H 6.87521 -2.87414 4.93034 -1.247 2.150 -0.622
H 5.70712 -0.36818 5.00639 -0.476 -1.708 -1.369
H 1.55672 -2.99390 1.00375 -0.467 0.875 0.197